5 unconnected molecules or ions with the total composition C16H28Br9NO3 at a distorted geometry. Source: the OMol25 dataset; level of theory: ωB97M-V/def2-TZVPD.

Geometry as XYZ:
```
57
C16H28Br9NO3, DFT ωB97M-V/def2-TZVPD
H 3.5192 0.7895 1.6365
N 2.9029 1.5988 1.7424
C 2.0529 1.6358 0.8109
C 1.9385 0.6278 -0.3004
C 1.0605 -0.5694 0.0878
O 0.2930 -0.3615 1.2683
C -1.0014 -0.6971 1.0608
O -1.8559 -0.6251 1.8805
O -1.1916 -1.1239 -0.2085
C 0.0165 -0.9717 -0.9639
C 0.3638 -2.1884 -1.8154
Br 1.2924 -1.5630 -3.4090
C -0.8539 -3.0494 -2.1670
C -1.0752 -4.1375 -1.0891
H 1.3579 2.4746 0.8230
H 1.4718 1.1177 -1.1573
H 2.9303 0.3246 -0.6339
H 1.7264 -1.4209 0.2569
H -0.1770 -0.1346 -1.6399
H 1.0810 -2.8157 -1.2914
H -0.6063 -3.5715 -3.0904
H -1.7458 -2.4545 -2.3495
H -0.2183 -4.1834 -0.4145
H -1.1512 -5.1143 -1.5622
H -1.9650 -3.9336 -0.4966
Br 3.7054 -0.3410 4.7837
C 1.9288 0.4506 4.7653
C 1.8030 1.5786 5.7500
Br 1.6501 0.9465 7.5855
H 1.2263 -0.3536 4.9589
H 1.7922 0.8274 3.7543
H 0.8924 2.1398 5.5561
H 2.6577 2.2464 5.7205
Br 0.2114 3.3480 2.7289
C -1.2845 4.4521 3.2937
C -2.5812 3.9454 2.7203
Br -2.7604 4.3987 0.8357
H -1.0654 5.4698 2.9872
H -1.3033 4.3958 4.3799
H -3.4280 4.4198 3.2106
H -2.6745 2.8662 2.7926
Br 1.0514 3.6590 -2.0050
C 0.2698 5.3346 -1.3974
C -0.0829 6.2326 -2.5523
Br 1.4868 7.0698 -3.3358
H 0.9877 5.7857 -0.7198
H -0.6299 5.0590 -0.8490
H -0.7128 7.0508 -2.2106
H -0.5818 5.6961 -3.3527
Br -2.9309 -5.4424 -3.7391
C -1.8863 -6.4932 -4.9980
C -1.3282 -7.7381 -4.3636
Br 0.1792 -7.3395 -3.2021
H -1.1089 -5.8394 -5.3805
H -2.5710 -6.7524 -5.8023
H -0.9419 -8.4103 -5.1262
H -2.0627 -8.2564 -3.7560
```

E_tot   -655061.5970 eV
Highest occupied orbital energy   -9.8 eV
Lowest unoccupied orbital energy   0.324 eV
M   1001.540 g/mol
SMILES string   [H]/N=C\C[C@H]1OC(=O)O[C@@H]1[C@H](Br)CC.BrCCBr.BrCCBr.BrCCBr.BrCCBr
Kohn-Sham gap   10.124 eV

Formally, the Mulliken partial charges of the atoms, in units of the elementary charge, are as follows: 0.20, -0.49, 0.28, -0.66, 0.37, -0.25, 0.46, -0.57, -0.46, 0.01, -0.73, -0.15, -0.19, -1.09, 0.02, -0.19, 0.39, 0.29, 0.59, 0.49, 0.33, 0.34, 0.35, 0.25, 0.24, -0.16, 0.30, -0.53, -0.16, 0.43, -0.49, 0.20, 0.41, 0.00, -0.62, -0.58, -0.16, 0.37, 0.35, 0.38, 0.35, -0.05, -0.03, -0.61, -0.15, 0.39, -0.25, 0.39, 0.38, -0.13, -0.59, -0.58, -0.13, 0.38, 0.34, 0.36, 0.36

=====

14 unconnected molecules or ions with the total composition C48H96N10O34P2 at a distorted geometry. Source: the OMol25 dataset; level of theory: ωB97M-V/def2-TZVPD.

Geometry as XYZ:
```
190
C48H96N10O34P2, DFT ωB97M-V/def2-TZVPD
C 5.0201 -9.6041 -5.2743
N 3.7140 -9.2324 -4.5785
O 3.2682 -8.0714 -4.6695
O 3.2234 -10.1272 -3.8375
H 5.8179 -8.9826 -4.8676
H 4.9962 -9.6220 -6.3639
H 5.2619 -10.6158 -4.9487
C -1.6608 -12.1477 -5.6618
N -0.8085 -11.4895 -6.7013
O 0.3271 -12.0069 -6.8522
O -1.1914 -10.4393 -7.2396
H -1.0996 -13.0547 -5.4371
H -2.7066 -12.1574 -5.9691
H -1.5709 -11.4567 -4.8236
C -2.7011 -23.1722 -3.6034
N -2.8539 -23.3656 -2.1708
O -2.3026 -24.3360 -1.6530
O -3.5158 -22.5284 -1.5563
H -2.5812 -24.1831 -3.9929
H -1.7101 -22.7352 -3.7262
H -3.4932 -22.4995 -3.9324
C 16.2814 -16.6149 -7.2011
N 15.4884 -17.3827 -6.2277
O 15.0928 -18.4853 -6.6298
O 15.3358 -16.8970 -5.1756
H 17.0017 -15.9773 -6.6885
H 15.4993 -16.0795 -7.7393
H 16.8424 -17.2941 -7.8431
C 9.6909 -22.1841 -9.0881
C 8.6630 -23.2462 -8.6692
C 7.2662 -22.9182 -8.9817
O 6.6484 -24.0295 -9.5594
C 7.6030 -24.8571 -9.9599
O 7.3256 -25.7713 -10.6691
O 8.8619 -24.4084 -9.4618
H 9.3094 -21.6666 -9.9683
H 10.6494 -22.6502 -9.3165
H 9.8398 -21.4315 -8.3138
H 8.7180 -23.5653 -7.6284
H 7.1678 -22.0418 -9.6223
H 6.9028 -22.6001 -8.0046
C 1.3208 -22.1137 -9.4026
C 1.8821 -21.1934 -10.5378
C 1.1550 -20.9841 -11.7618
O 0.7925 -19.6192 -11.8426
C 1.3040 -18.9684 -10.7647
O 1.1728 -17.7362 -10.5502
O 1.9662 -19.8381 -9.9922
H 0.6098 -21.5418 -8.8064
H 2.1508 -22.4166 -8.7642
H 0.8099 -23.0107 -9.7527
H 2.9503 -21.3611 -10.6756
H 0.2671 -21.5996 -11.6174
H 1.8471 -21.2768 -12.5514
C 1.4989 -8.5089 1.1378
C 2.5405 -9.2702 1.9641
C 2.8765 -10.7294 1.5227
O 4.2584 -10.7835 1.5988
C 4.7879 -9.5161 1.5667
O 5.9636 -9.2991 1.4187
O 3.8000 -8.6015 1.7239
H 1.6578 -8.5579 0.0605
H 1.4945 -7.4492 1.3929
H 0.5214 -8.9120 1.4023
H 2.3021 -9.2516 3.0275
H 2.5397 -11.0381 0.5331
H 2.3115 -11.4809 2.0743
C 3.4750 -24.3615 -1.5522
C 4.3032 -25.0825 -2.7148
C 5.0660 -26.3297 -2.3018
O 4.2640 -27.3750 -2.9202
C 3.3684 -26.8314 -3.8564
O 2.5567 -27.4816 -4.5487
O 3.4501 -25.5035 -3.7753
H 4.1920 -24.3619 -0.7312
H 2.6310 -25.0010 -1.2938
H 3.1447 -23.3377 -1.7282
H 4.9840 -24.3089 -3.0700
H 5.0368 -26.6471 -1.2594
H 6.1055 -26.3209 -2.6296
C 12.9716 -14.3399 -0.8582
C 12.7591 -12.8630 -0.5853
C 13.6030 -11.8614 -1.3299
O 12.6375 -10.9992 -1.9862
C 11.3973 -11.5169 -1.8105
O 10.3912 -11.0628 -2.3316
O 11.4221 -12.5612 -0.9711
H 12.6966 -14.6102 -1.8777
H 12.4126 -14.8593 -0.0799
H 13.9957 -14.6646 -0.6739
H 12.9982 -12.7704 0.4741
H 14.2411 -12.3002 -2.0969
H 14.2040 -11.1564 -0.7556
C 1.1145 -18.5087 1.2903
C -0.1521 -18.0917 0.4947
C -1.4609 -18.0163 1.1592
O -1.9450 -16.7460 0.6828
C -1.0048 -16.0321 0.2000
O -1.0523 -14.8097 -0.0085
O 0.0578 -16.7454 -0.0067
H 1.4776 -17.8479 2.0774
H 1.8685 -18.6229 0.5114
H 0.9568 -19.4890 1.7400
H -0.2595 -18.6753 -0.4196
H -1.3220 -18.1460 2.2325
H -2.0660 -18.8444 0.7900
C 13.9991 -20.9902 -1.4975
C 12.6437 -21.2785 -2.2914
C 12.7961 -22.4960 -3.1491
O 11.7670 -23.3762 -2.7588
C 11.0990 -22.8869 -1.6894
O 10.1784 -23.4843 -1.1504
O 11.5917 -21.6644 -1.3852
H 14.7890 -20.9115 -2.2445
H 14.2019 -21.8397 -0.8454
H 13.9858 -20.0182 -1.0046
H 12.3009 -20.4454 -2.9050
H 13.6980 -23.0301 -2.8497
H 12.8804 -22.3038 -4.2187
C 13.9517 -8.9491 -8.7527
C 12.8729 -9.3161 -7.6824
C 12.2190 -8.0540 -7.1678
O 10.8443 -8.2879 -7.5677
C 10.6967 -9.4739 -8.2453
O 9.6500 -9.8884 -8.7528
O 11.8574 -10.0622 -8.3482
H 13.6246 -8.2514 -9.5237
H 14.2982 -9.8762 -9.2092
H 14.8689 -8.6219 -8.2630
H 13.2610 -9.8973 -6.8459
H 12.5385 -7.1219 -7.6339
H 12.1876 -8.0203 -6.0788
O 10.0270 -22.8530 6.6576
P 9.8591 -21.3915 6.4128
N 10.9511 -20.7534 5.3110
C 12.3059 -21.3113 5.2341
C 10.7968 -19.5117 4.6400
N 10.0467 -20.4049 7.7861
C 9.8966 -19.0265 7.7627
C 10.7678 -20.9349 8.9461
N 8.2437 -20.9704 5.8873
C 7.1603 -21.0701 6.9138
C 7.8672 -21.1526 4.4769
H 12.3874 -22.3776 5.4450
H 12.9955 -20.8564 5.9453
H 12.7225 -21.2189 4.2311
H 9.7814 -19.1215 4.7083
H 11.0038 -19.5841 3.5722
H 11.5209 -18.7825 5.0035
H 9.1359 -18.7036 7.0520
H 9.5437 -18.6834 8.7352
H 10.8492 -18.5639 7.5044
H 11.7803 -21.2707 8.7219
H 10.9340 -20.1975 9.7315
H 10.1266 -21.7226 9.3415
H 7.3257 -20.3589 7.7231
H 6.1808 -20.8496 6.4896
H 7.0691 -22.0910 7.2848
H 8.6538 -20.9245 3.7576
H 7.0880 -20.4761 4.1256
H 7.4463 -22.1511 4.3596
O 7.2673 -18.7382 -4.7838
P 6.6378 -17.3833 -4.7718
N 7.4316 -16.3510 -5.8544
C 7.1405 -16.4025 -7.2898
C 8.7257 -15.6982 -5.4378
N 6.6595 -16.6641 -3.2048
C 6.2866 -15.2788 -2.9122
C 6.8898 -17.5271 -2.0240
N 5.0143 -17.4740 -5.2136
C 4.2090 -18.6165 -4.7749
C 4.2489 -16.2006 -5.3140
H 6.1392 -16.7586 -7.5323
H 7.7777 -17.1463 -7.7681
H 7.3511 -15.3948 -7.6481
H 8.5085 -15.0374 -4.5986
H 9.2013 -15.0956 -6.2116
H 9.3510 -16.4935 -5.0320
H 5.2771 -15.2588 -2.5016
H 6.9027 -14.7729 -2.1688
H 6.3083 -14.6929 -3.8311
H 6.3754 -18.4458 -2.3058
H 7.9460 -17.7940 -2.0608
H 6.5995 -17.0882 -1.0694
H 4.8872 -19.4121 -4.4664
H 3.7637 -18.3495 -3.8165
H 3.3987 -18.8689 -5.4589
H 4.8263 -15.5744 -5.9942
H 4.2482 -15.6878 -4.3522
H 3.2556 -16.4213 -5.7047
```

E_tot   -154413.9806 eV
Highest occupied orbital energy   -8.2 eV
Lowest unoccupied orbital energy   -0.297 eV
M   1419.280 g/mol
Kohn-Sham gap   7.926 eV

Mulliken atomic charge list, values in e, 99 entries: -0.68, 0.81, -0.49, -0.48, 0.30, 0.29, 0.25, -0.67, 0.79, -0.48, -0.50, 0.32, 0.26, 0.28, -0.69, 0.84, -0.51, -0.52, 0.30, 0.28, 0.30, -0.68, 0.87, -0.53, -0.51, 0.29, 0.27, 0.28, -1.32, 0.51, -0.57, -0.28, 0.59, -0.52, -0.38, 0.35, 0.34, 0.34, 0.32, 0.31, 0.32, -1.27, 0.31, -0.31, -0.33, 0.63, -0.59, -0.29, 0.34, 0.30, 0.37, 0.26, 0.29, 0.29, -1.34, 0.44, -0.43, -0.32, 0.63, -0.54, -0.34, 0.33, 0.35, 0.38, 0.25, 0.27, 0.33, -1.22, 0.28, -0.27, -0.36, 0.67, -0.57, -0.34, 0.35, 0.31, 0.33, 0.29, 0.27, 0.26, -1.41, 0.59, -0.39, -0.35, 0.64, -0.56, -0.31, 0.35, 0.34, 0.38, 0.20, 0.23, 0.28, -1.34, 0.35, -0.34, -0.31, 0.70, -0.65